1.
{
  "formula": "C3H7N",
  "method": "the ωB97M-V functional and the def2-TZVPD basis",
  "homo_lumo_gap_ev": [8.60, 8.60],
  "total_charge": 0,
  "e_tot_ev": -4709.7605,
  "homo_energy_ev": [-7.5, -7.5],
  "de_lowest_kcal_mol": 101.4,
  "lumo_energy_ha": [0.041, 0.041],
  "elements": ["C", "N", "C", "C", "H", "H", "H", "H", "H", "H", "H"],
  "xyz": [[-0.4925, 0.2791, 1.3427], [-0.3268, 0.0861, 0.0758], [-0.0276, 0.4402, -1.1735], [-0.5441, -0.9329, -0.9383], [2.4286, 0.6927, 0.7770], [-0.7273, -0.5680, 1.9749], [-0.3862, 1.2812, 1.7411], [-0.4463, 1.2918, -1.6943], [2.2119, 0.7138, 0.0609], [-1.5981, -1.2150, -1.0435], [0.1534, -1.7731, -0.9471]],
  "atomic_forces_ev_per_a": [[-0.0250, 0.0207, -0.0803], [0.0200, 0.0538, 0.0783], [-0.1595, 0.1553, 0.0894], [-0.0721, -0.3656, 0.0583], [0.0094, 0.0078, -0.0531], [0.0401, 0.1153, -0.1313], [0.0106, -0.1337, -0.0626], [0.0710, -0.0979, 0.0663], [0.0401, -0.0014, 0.0723], [0.1634, 0.0845, -0.0208], [-0.0978, 0.1612, -0.0164]]
}



2.
{
  "formula": "C3H7N",
  "method": "the ωB97M-V functional and the def2-TZVPD basis",
  "homo_lumo_gap_ev": 10.51,
  "total_charge": 0,
  "e_tot_ev": -4711.8394,
  "smiles": "CN1CC1",
  "homo_energy_ev": -9.3,
  "de_lowest_kcal_mol": 53.4,
  "lumo_energy_ha": 0.046,
  "elements": ["C", "C", "C", "H", "H", "H", "H", "H", "H", "H", "N"],
  "xyz": [[-1.4974, 0.0311, 0.1290], [0.9015, 0.6637, 0.0690], [0.9256, -0.6667, 0.1286], [-2.2266, -0.7762, -0.2726], [-1.3016, 0.0961, 1.2676], [-1.8192, 0.9944, -0.1427], [0.8074, 1.2127, 1.0019], [1.6216, 1.2567, -0.4851], [0.6340, -1.2483, 1.1113], [1.7441, -1.0146, -0.4023], [-0.2054, -0.0985, -0.5768]],
  "atomic_forces_ev_per_a": [[1.1040, -1.7027, 0.7431], [-0.6143, 6.7872, 0.8982], [-1.4088, -6.6659, 3.1522], [1.2219, 1.3075, 1.1712], [-0.7586, -0.7046, -1.4440], [-0.9602, 1.1218, -0.3961], [-1.0563, 0.0730, 0.1290], [-0.1917, -0.4173, -0.8213], [0.9316, 1.2195, -1.8356], [0.8633, -1.9926, -1.3137], [0.8692, 0.9741, -0.2830]]
}



3.
{
  "formula": "C3H7N",
  "method": "the ωB97M-V functional and the def2-TZVPD basis",
  "homo_lumo_gap_ev": 10.52,
  "total_charge": 0,
  "e_tot_ev": -4711.2292,
  "smiles": "NC1CC1",
  "homo_energy_ev": -9.3,
  "de_lowest_kcal_mol": 67.5,
  "lumo_energy_ha": 0.044,
  "elements": ["C", "C", "C", "H", "H", "H", "H", "H", "H", "H", "N"],
  "xyz": [[0.2005, 0.3269, -0.4144], [0.5180, -0.1230, 0.8611], [-0.7092, 0.6253, 0.7363], [-0.4419, -0.4825, -2.2540], [0.6823, -1.3185, -1.7804], [1.1649, 0.9489, -0.8195], [0.1803, -1.1916, 1.0782], [0.9690, 0.3471, 1.7932], [-0.7687, 1.5051, 1.5374], [-1.6784, 0.1604, 0.6691], [-0.1168, -0.7981, -1.4070]],
  "atomic_forces_ev_per_a": [[4.3066, 1.5854, -5.3900], [-0.2241, -5.0312, 6.9591], [-2.7958, 3.0887, 1.0632], [-1.6666, 1.6890, -1.9984], [0.4089, 0.2918, 1.3368], [-3.0769, -0.3758, 0.6977], [1.3679, 1.0485, -0.3472], [0.9375, -0.7504, -2.2052], [0.1902, -1.1471, -2.8577], [-0.0135, -0.4054, -0.0655], [0.5658, 0.0066, 2.8071]]
}



4.
{
  "formula": "C3H7N",
  "method": "the ωB97M-V functional and the def2-TZVPD basis",
  "homo_lumo_gap_ev": 9.28,
  "total_charge": 0,
  "e_tot_ev": -4712.5457,
  "smiles": "NC1CC1",
  "homo_energy_ev": -8.0,
  "de_lowest_kcal_mol": 37.2,
  "lumo_energy_ha": 0.045,
  "elements": ["C", "C", "C", "H", "H", "H", "H", "H", "H", "H", "N"],
  "xyz": [[0.3609, -0.1026, 0.3966], [-1.1568, -0.1630, -0.0932], [-0.1971, 1.1726, -0.1987], [1.6300, -1.7611, 0.4833], [1.4045, -1.0371, -1.0142], [0.3927, -0.0962, 1.4516], [-1.3137, -0.6438, -0.9905], [-1.9180, -0.0005, 0.6678], [-0.4751, 2.0014, 0.5716], [-0.0193, 1.5894, -1.2282], [1.2920, -0.9591, -0.0461]],
  "atomic_forces_ev_per_a": [[-4.2556, 1.1945, 0.6371], [2.7874, 3.5157, 2.6041], [-1.3048, -0.0857, 0.4252], [-0.6394, 0.7027, -0.1804], [0.2629, -0.3450, -1.3382], [-0.0652, 0.4962, 1.1429], [-0.5926, -0.9673, -1.6801], [-0.0703, -0.5510, -0.4686], [0.6473, -1.6205, -1.5494], [0.1762, -0.7840, 1.2073], [3.0541, -1.5555, -0.8000]]
}



5.
{
  "formula": "C3H7N",
  "method": "the ωB97M-V functional and the def2-TZVPD basis",
  "homo_lumo_gap_ev": 11.17,
  "total_charge": 0,
  "e_tot_ev": -4712.5344,
  "smiles": "C=C.C=N",
  "homo_energy_ev": -10.1,
  "de_lowest_kcal_mol": 37.4,
  "lumo_energy_ha": 0.040,
  "elements": ["C", "C", "H", "H", "H", "H", "C", "N", "H", "H", "H"],
  "xyz": [[1.9290, 0.3344, -3.0228], [0.7966, 1.0085, -3.0288], [2.0272, -0.7202, -2.8077], [2.8721, 0.8054, -3.2787], [-0.0884, 0.5199, -2.6210], [0.7360, 2.0857, -3.0912], [-1.7368, -0.9672, 3.9244], [-1.5684, 0.0203, 3.1568], [-2.1843, -0.8336, 4.9097], [-1.4227, -1.9770, 3.6583], [-1.3603, -0.2762, 2.2011]],
  "atomic_forces_ev_per_a": [[0.8351, 0.1571, -0.5179], [-0.4777, -0.2800, 1.4815], [-0.3639, -0.0950, 0.0553], [-0.0400, 0.1236, -0.0292], [-0.0850, 0.0688, -0.5010], [0.1304, 0.0246, -0.4879], [0.3106, -0.0876, -0.1576], [-1.0182, 0.1733, -0.1535], [0.3610, 0.1556, 0.0800], [-0.3521, -0.2257, -0.0522], [0.6997, -0.0148, 0.2826]]
}



6.
{
  "formula": "C3H7N2",
  "method": "the ωB97M-V functional and the def2-TZVPD basis",
  "homo_lumo_gap_ev": 9.31,
  "total_charge": 1,
  "e_tot_ev": -6193.8056,
  "homo_energy_ev": -13.6,
  "de_lowest_kcal_mol": 85.5,
  "lumo_energy_ha": -0.156,
  "elements": ["C", "C", "C", "N", "N", "H", "H", "H", "H", "H", "H", "H"],
  "xyz": [[1.0187, 0.3096, 0.1153], [0.3309, 0.4019, -1.1279], [-0.4527, 0.2722, 0.1112], [2.0726, 0.5115, 0.6785], [-1.1049, -0.9721, 0.3764], [0.4301, 1.3463, -1.6631], [0.2729, -0.3635, -1.8668], [-1.1134, 1.4073, 0.6507], [2.2383, 0.7685, 1.6409], [-1.1478, -0.9867, 1.3780], [-0.5082, -1.7013, -0.0917], [-2.0365, -0.9936, -0.2016]],
  "atomic_forces_ev_per_a": [[-0.8562, -0.1294, 0.6273], [0.4429, 0.5286, -2.5556], [-2.0922, 6.0165, 2.7247], [2.6216, 0.7612, 0.0324], [-1.3204, -0.5509, -3.2913], [-0.2806, 0.0923, 0.3785], [0.0036, -0.9271, -0.3552], [1.9228, -3.9743, -1.8532], [-0.6703, -0.6172, 0.3973], [-0.7246, -1.1708, 0.7171], [-0.5967, 0.1511, 1.1893], [1.5501, -0.1799, 1.9886]]
}



7.
{
  "formula": "C3H7N2",
  "method": "the ωB97M-V functional and the def2-TZVPD basis",
  "homo_lumo_gap_ev": 9.40,
  "total_charge": 1,
  "e_tot_ev": -6193.9625,
  "homo_energy_ev": -13.9,
  "de_lowest_kcal_mol": 81.8,
  "lumo_energy_ha": -0.166,
  "elements": ["C", "C", "C", "N", "N", "H", "H", "H", "H", "H", "H", "H"],
  "xyz": [[-1.2387, 0.1958, -0.2674], [0.9020, -0.3525, -0.1452], [1.3146, 1.0528, 0.0853], [1.6319, -1.3541, -0.2436], [-2.1048, -0.6585, 0.1214], [-1.3972, 1.1877, -0.7169], [0.9235, 1.4757, 1.0997], [0.8830, 1.7291, -0.6360], [2.3984, 1.1163, 0.0829], [1.7099, -2.4261, -0.1829], [-1.7951, -1.4042, 0.6879], [-3.2274, -0.5619, 0.1147]],
  "atomic_forces_ev_per_a": [[2.1678, -1.4938, 0.1192], [1.9322, -1.7325, 0.0031], [-0.4220, 0.9464, 1.7220], [-2.6401, 0.7132, 0.8109], [-3.6483, 2.0959, -0.3671], [-0.7919, -0.6545, 0.0476], [0.5985, -1.1578, -1.5621], [-0.0003, 0.0421, -0.4691], [0.0504, 0.0456, -0.0307], [-0.8153, 2.5130, -0.4589], [0.4108, -1.3431, 0.3434], [3.1582, 0.0255, -0.1585]]
}



8.
{
  "formula": "C3H7N2",
  "method": "the ωB97M-V functional and the def2-TZVPD basis",
  "homo_lumo_gap_ev": 10.44,
  "total_charge": 1,
  "e_tot_ev": -6196.0921,
  "smiles": "C1=C[NH2+]CN1",
  "homo_energy_ev": -14.0,
  "de_lowest_kcal_mol": 32.7,
  "lumo_energy_ha": -0.132,
  "elements": ["C", "C", "C", "N", "N", "H", "H", "H", "H", "H", "H", "H"],
  "xyz": [[-0.3384, -1.2739, 0.0280], [-0.6213, 0.9341, -0.1030], [1.0131, -0.9480, -0.0612], [-1.3378, -0.3220, 0.0480], [0.8744, 0.6160, 0.0119], [-0.7418, -2.2265, -0.0651], [-1.9295, -0.3272, 0.7956], [-0.5668, 1.1697, -1.1780], [-0.9890, 1.7701, 0.5632], [1.9051, -1.4162, -0.3157], [1.4727, 1.0894, -0.6515], [1.2595, 0.9344, 0.9278]],
  "atomic_forces_ev_per_a": [[2.7515, -0.5501, -0.7409], [0.3544, 0.8396, -1.5007], [-6.4958, 2.5305, 0.3811], [3.7891, 1.5032, -1.7802], [1.5046, -0.7386, 2.8124], [-0.0529, -1.9793, 0.2389], [-2.1216, -0.4116, 2.4008], [-1.1729, 0.5566, 0.3969], [0.7607, -0.9601, -0.8712], [1.2632, -0.6442, -0.1798], [-0.2982, 0.2007, -0.6543], [-0.2821, -0.3467, -0.5030]]
}



9.
{
  "formula": "C3H7N2",
  "method": "the ωB97M-V functional and the def2-TZVPD basis",
  "homo_lumo_gap_ev": 9.09,
  "total_charge": 1,
  "e_tot_ev": -6197.0615,
  "smiles": "N/C=C/C=[NH2+]",
  "homo_energy_ev": -14.0,
  "de_lowest_kcal_mol": 10.4,
  "lumo_energy_ha": -0.180,
  "elements": ["C", "C", "C", "N", "N", "H", "H", "H", "H", "H", "H", "H"],
  "xyz": [[-0.0399, 0.3651, 0.3272], [1.3088, 0.0926, 0.5407], [-1.0872, -0.0971, -0.4193], [-2.3944, 0.2181, -0.4176], [2.2807, -0.5904, -0.0617], [-0.5083, 1.0058, 1.0271], [1.7435, 0.6709, 1.4533], [-0.7492, -0.8741, -1.0459], [-2.6314, 0.7154, 0.4222], [-3.1448, -0.2456, -0.8805], [2.1613, -1.0266, -0.9577], [3.1334, -0.2640, 0.3464]],
  "atomic_forces_ev_per_a": [[-1.4133, 0.8504, 1.2355], [0.7495, 1.1232, 1.2126], [-0.0937, -1.8647, -1.8726], [2.6259, 0.5387, 1.7378], [-1.8507, 1.2722, 0.9539], [0.6694, 1.1654, 1.3138], [-1.0179, -1.1032, -1.6365], [-0.5277, -0.9545, -1.5080], [-0.7089, 0.5799, -0.0245], [0.0555, -0.5637, -0.5373], [0.4373, -0.1799, -0.1600], [1.0747, -0.8638, -0.7148]]
}



10.
{
  "formula": "C3H7N2O",
  "method": "the ωB97M-V functional and the def2-TZVPD basis",
  "homo_lumo_gap_ev": 10.52,
  "total_charge": 1,
  "e_tot_ev": -8244.3886,
  "smiles": "CNC(=[NH2+])C=O",
  "homo_energy_ev": -15.3,
  "de_lowest_kcal_mol": 40.4,
  "lumo_energy_ha": -0.175,
  "elements": ["C", "C", "C", "N", "N", "O", "H", "H", "H", "H", "H", "H", "H"],
  "xyz": [[1.3651, -1.5097, 0.4454], [0.2042, -0.5835, -0.0705], [-0.7349, 1.8248, 0.1351], [0.0792, 0.6062, 0.5232], [-0.4891, -0.9626, -1.0813], [1.4092, -1.7471, 1.6313], [1.9964, -1.9743, -0.3640], [-1.4957, 1.5685, -0.4927], [-1.2280, 2.1706, 1.1805], [-0.0501, 2.5855, -0.2601], [0.7278, 0.5863, 1.3009], [-0.3791, -1.8604, -1.5287], [-1.4050, -0.7044, -1.4190]],
  "atomic_forces_ev_per_a": [[-0.9810, -0.5622, 0.9856], [0.9278, 2.2719, 1.3158], [1.6670, 0.3339, 5.0868], [0.3488, -1.6468, -0.7635], [-1.6476, -1.9321, -2.3772], [0.3491, 0.5864, -1.9450], [-0.2733, 0.3333, 0.7216], [-1.8688, -0.7125, -1.8410], [1.1741, -0.4953, -2.6441], [-0.3755, -0.2478, 0.1149], [-0.2715, 1.0604, 0.3482], [0.9859, -0.3997, 0.4154], [-0.0351, 1.4105, 0.5825]]
}



11.
{
  "formula": "C3H7N2O",
  "method": "the ωB97M-V functional and the def2-TZVPD basis",
  "homo_lumo_gap_ev": 8.84,
  "total_charge": 1,
  "e_tot_ev": -8243.7117,
  "smiles": "N/C(C=O)=C/[NH3+]",
  "homo_energy_ev": -13.6,
  "de_lowest_kcal_mol": 56.0,
  "lumo_energy_ha": -0.175,
  "elements": ["C", "C", "C", "N", "N", "O", "H", "H", "H", "H", "H", "H", "H"],
  "xyz": [[-0.3218, 0.9768, -0.0855], [0.5792, -1.3626, 0.0324], [-0.6319, -0.3374, -0.1239], [-1.8743, -0.8207, -0.1240], [1.2454, 1.2452, -0.0427], [1.7511, -1.1428, -0.1278], [-0.8299, 1.8464, 0.2479], [0.2386, -2.2731, 0.4085], [-1.9400, -1.8288, -0.1660], [-2.6972, -0.2989, 0.1567], [1.4070, 1.5883, -0.9713], [1.7528, 0.3051, 0.1682], [1.3210, 2.1026, 0.6276]],
  "atomic_forces_ev_per_a": [[3.3700, -1.0240, 0.6791], [-1.7331, 1.9326, -0.7362], [1.8329, 0.9389, 0.2300], [-0.2904, -1.4113, 0.0919], [-2.9690, 2.2414, 1.8822], [0.0232, -0.3773, 0.0805], [-0.8750, 0.3265, -0.2416], [-0.5523, -2.0873, 0.5450], [-0.5224, 0.2231, 0.0638], [0.3885, -0.1067, -0.1730], [0.8976, 0.0685, -0.5688], [-0.0807, 1.4963, -0.5072], [0.5107, -2.2209, -1.3457]]
}



12.
{
  "formula": "C3H7N2O",
  "method": "the ωB97M-V functional and the def2-TZVPD basis",
  "homo_lumo_gap_ev": 11.11,
  "total_charge": 1,
  "e_tot_ev": -8241.8587,
  "smiles": "N[N+]1(C=O)CC1",
  "homo_energy_ev": -15.4,
  "de_lowest_kcal_mol": 98.7,
  "lumo_energy_ha": -0.157,
  "elements": ["C", "C", "C", "N", "N", "O", "H", "H", "H", "H", "H", "H", "H"],
  "xyz": [[-1.4499, 0.7154, 0.1819], [0.3162, -0.9110, 0.7434], [0.3091, -0.9870, -0.7529], [0.9717, 1.2176, -0.2644], [-0.0150, 0.2218, -0.1289], [-2.3031, 0.3780, -0.5282], [-1.4310, 1.2323, 1.0866], [-0.5930, -1.2985, 1.2045], [1.2003, -0.9827, 1.3811], [1.3464, -1.1868, -1.1179], [-0.3873, -1.6335, -1.1675], [1.1103, 1.7335, 0.5923], [0.9253, 1.5009, -1.2299]],
  "atomic_forces_ev_per_a": [[0.9032, -1.6734, -2.1786], [-0.7521, -1.2026, 0.4382], [2.8863, -2.9796, 0.6154], [-0.2972, -1.3222, -0.0344], [0.5550, 2.3763, 1.7659], [-0.9966, 0.0781, -0.3106], [-0.0902, 1.2954, 1.6435], [0.2380, 0.0694, 0.0647], [-0.0540, 0.6392, -0.6312], [-1.0749, 1.2049, -0.1706], [-1.7176, -0.4058, -0.9363], [-0.0139, 0.6770, -0.6070], [0.4140, 1.2433, 0.3410]]
}



Strongest force on any atom for every record listed, in sequence, given in eV/Å: 0.38; 7.51; 8.59; 5.19; 1.58; 6.93; 4.22; 6.98; 3.19; 5.36; 4.17; 4.19.